{"formula": "C2H13NO4", "method": "ωB97M-V/def2-TZVPD", "multiplicity": 1, "total_energy_ev": -11964.812, "e_above_lowest_ev": 0.654, "gap_ev": 10.3233, "symbols": ["C", "O", "C", "N", "H", "H", "H", "H", "H", "H", "H", "H", "H", "O", "H", "H", "O", "H", "H", "O"], "coordinates": [[2.12065, 1.35533, -0.33256], [2.72874, 0.15397, -0.81501], [0.58844, 1.24032, -0.35279], [-0.00203, 1.02988, 0.99586], [2.45436, 1.66212, 0.65778], [2.40380, 2.16923, -1.00495], [3.07220, -0.33115, -0.07900], [0.16722, 2.12790, -0.84382], [0.29171, 0.42657, -1.01492], [-0.81526, 0.43737, 0.84510], [-0.48320, 1.88210, 1.23805], [-2.17750, -2.59013, -0.88128], [-1.02238, -2.04577, -0.03021], [-1.74490, -1.78636, -0.63290], [0.35825, -2.23988, 2.02436], [0.71026, -1.06407, 1.10698], [0.32848, -1.95114, 1.11812], [-4.02928, 0.51176, -0.36489], [-2.68902, -0.23415, -0.37844], [-3.09168, 0.65051, -0.18981]], "atomic_forces_ev_per_a": [[-0.7, 0.2, -0.6], [-0.1, 0.6, -0.2], [0.0, 0.4, 0.0], [-0.4, -0.3, -0.8], [0.1, -0.3, 0.2], [0.2, -0.2, -0.1], [0.3, -0.5, 0.6], [0.1, 0.0, 0.3], [0.2, -0.2, 0.1], [0.0, -0.2, 0.2], [0.3, 0.4, 0.5], [-0.4, -0.7, -0.3], [0.0, 0.2, 0.1], [0.3, 0.5, 0.2], [0.0, -0.1, 0.5], [-0.1, 0.2, 0.2], [0.2, -0.1, -0.5], [0.1, 0.1, 0.1], [-0.2, 0.6, 0.1], [0.1, -0.8, -0.2]], "mulliken_charge": [-0.586, -0.520, -0.263, -0.723, 0.309, 0.319, 0.294, 0.475, 0.244, 0.224, 0.270, 0.282, 0.393, -0.666, 0.309, 0.310, -0.725, 0.307, 0.383, -0.638]}



{"formula": "C2H13NO4", "method": "ωB97M-V/def2-TZVPD", "multiplicity": 2, "total_energy_ev": -11953.819, "total_charge": 1, "e_above_lowest_ev": 2.524, "gap_ev": [10.2568, 4.7816], "symbols": ["C", "O", "C", "N", "H", "H", "H", "H", "H", "H", "H", "H", "H", "O", "H", "H", "O", "H", "H", "O"], "coordinates": [[2.28595, 0.69284, -0.98175], [1.84665, 1.29817, 0.22227], [1.16307, -0.17881, -1.59190], [0.56868, -1.01653, -0.44735], [3.23045, 0.13095, -0.89708], [2.48777, 1.51150, -1.68958], [1.70922, 0.53790, 0.79890], [1.52940, -0.88620, -2.32370], [0.26519, 0.34369, -1.88997], [-0.24335, -1.40699, -0.93511], [1.22090, -1.68124, -0.01181], [-1.34856, 1.57450, 1.34092], [-0.47886, 2.71045, 0.60993], [-1.35467, 2.38941, 0.83604], [-0.40983, -0.62224, 2.79324], [-1.03941, 0.24593, 1.91456], [-1.31722, -0.53898, 2.41945], [-2.97719, -1.29683, 0.49822], [-3.56429, -2.37643, -0.42221], [-3.57389, -1.43111, -0.24306]], "atomic_forces_ev_per_a": [[-0.1, 0.8, -1.3], [0.0, -0.9, -0.4], [-0.2, 0.9, 3.4], [1.4, -0.8, -4.0], [-0.3, 0.0, 0.3], [0.0, -0.3, 0.2], [0.1, 0.6, 0.7], [0.0, -0.6, -0.4], [0.2, 0.6, -0.7], [-0.8, -0.4, 1.4], [-0.5, 0.2, 0.7], [0.3, 0.7, -0.1], [0.3, -0.4, 0.4], [-0.7, 0.2, -0.5], [-1.0, -0.9, 0.7], [-1.0, -0.3, -0.1], [2.2, 0.6, -0.5], [-0.2, -0.1, 0.3], [-0.1, 0.0, 0.1], [0.4, 0.1, -0.3]], "mulliken_spin": [0.005, 0.009, 0.024, 0.897, 0.000, -0.001, 0.000, 0.062, 0.005, -0.011, -0.007, 0.003, 0.000, 0.002, -0.005, 0.000, 0.018, -0.001, 0.000, 0.000]}